Entry 1:
31
Properties=species:S:1:pos:R:3:forces:R:3 method="wB97M-V/def2-TZVPD" orbital_gap_ev=10.159 mol_weight_g_mol=344.14 energy_ev=-29085.14333 total_charge=+1
C 1.71803 -1.20986 0.45833 -0.18 -0.24 -0.42
C 1.07345 -2.02541 -0.66977 0.62 0.17 0.26
O 0.11833 -2.95827 -0.20983 -0.44 0.05 0.11
C 0.42620 -1.07866 -1.70672 -0.21 -0.08 0.00
N -1.00368 -1.27258 -1.84386 0.11 0.22 -0.16
C -1.85863 -1.10689 -0.85370 0.15 -0.12 0.15
N -3.18997 -1.25076 -0.95151 0.14 0.02 0.04
C -3.64751 -1.00358 0.25915 -0.88 0.01 -0.11
I -5.66486 -1.07198 0.70009 0.42 0.06 0.12
N -2.68054 -0.72056 1.12487 0.05 0.28 0.44
N -2.76754 -0.44283 2.49908 0.40 -0.59 -0.54
N -1.50441 -0.78080 0.40755 -0.24 0.07 -0.36
H 2.72921 -0.97062 0.16069 0.30 0.22 0.09
H 1.74825 -1.74822 1.39501 0.02 -0.26 0.19
H 1.23767 -0.24496 0.58112 -0.04 0.29 0.23
H 1.86839 -2.55833 -1.17911 0.14 -0.19 -0.13
H 0.53119 -3.81111 -0.08775 0.15 -0.23 0.05
H 0.87474 -1.23755 -2.67413 -0.04 -0.10 -0.34
H 0.62200 -0.03965 -1.45847 0.11 0.22 0.19
H -1.38509 -1.56860 -2.72266 -0.19 -0.06 -0.09
H -2.70792 -1.33655 2.98472 -0.11 0.00 0.07
H -1.92635 0.06459 2.75336 -0.18 0.40 0.03
H -0.58627 -0.63816 0.80202 0.00 -0.11 0.19
C 2.02974 3.11118 0.01901 0.16 0.14 0.00
O 2.13082 1.88883 0.00986 -0.26 -0.02 0.02
N 1.30362 3.77910 0.96301 -0.06 -0.10 -0.10
N 2.64586 3.89383 -0.90722 -0.06 -0.07 -0.04
H 1.21889 4.77734 0.99268 0.04 0.02 0.00
H 0.86096 3.23392 1.67613 0.03 0.00 0.06
H 3.19786 3.43291 -1.60594 0.03 0.00 0.00
H 2.58756 4.89427 -0.91599 0.01 0.01 0.03

***

Entry 2:
6
Properties=species:S:1:pos:R:3:forces:R:3 method="wB97M-V/def2-TZVPD" orbital_gap_ev="8.586 / 9.144" mol_weight_g_mol=97.48 energy_ev=-19826.34186
C 1.03407 -0.27977 -0.58258 -1.47 -0.35 -0.61
N -1.40252 0.05557 0.08753 0.68 -0.25 -0.86
O 1.35000 -0.66476 -1.63709 0.23 0.24 0.57
F 1.73611 -0.03107 0.49177 0.52 0.10 0.23
Cl -1.35616 1.56313 0.80643 -0.06 0.06 0.34
H -1.36149 -0.64309 0.83395 0.10 0.20 0.33